w.
Here is 2 unconnected molecules or ions with the total composition C3H10N2O3 from the Open Molecules 2025 dataset. Energies are from ωB97M-V/def2-TZVPD.

Geometry as XYZ:
```
18
Properties=species:S:1:pos:R:3:lowdin_charge:R:1
N -1.19 -2.04 -0.23 0.156
C 0.16 -1.86 -0.07 -0.714
O 0.73 -2.09 0.95 0.085
O 0.81 -1.48 -1.19 0.093
H -1.71 -2.22 0.60 0.107
H -1.69 -1.59 -1.00 0.100
H 0.22 -1.31 -1.93 0.110
C -1.34 1.41 -0.41 -0.109
N -0.33 0.80 0.43 -0.119
O 0.83 1.66 0.41 -0.199
C 2.01 0.94 0.68 -0.105
H -1.64 2.41 -0.08 0.080
H -0.94 1.49 -1.42 0.082
H -2.22 0.76 -0.40 0.069
H -0.65 0.78 1.40 0.127
H 2.02 0.57 1.71 0.085
H 2.13 0.09 0.00 0.066
H 2.80 1.66 0.54 0.085
```

SMILES string: NC(=O)O.CNOC
lowest unoccupied orbital energy: 0.0168 Ha
charge: 0

x.
Here is 2 unconnected molecules or ions with the total composition C3H10N2O3 from the Open Molecules 2025 dataset. Energies are from ωB97M-V/def2-TZVPD.

Geometry as XYZ:
```
18
Properties=species:S:1:pos:R:3:lowdin_charge:R:1
N 0.94 0.91 -2.20 0.133
C 0.24 0.32 -1.17 -0.502
O -0.75 -0.33 -1.33 0.071
C 0.99 0.45 0.27 -0.238
N 1.17 1.96 0.42 -0.003
C 0.09 -0.29 1.30 -0.203
O 0.92 -1.35 1.83 -0.109
H 0.58 0.59 -3.16 0.135
H 1.45 1.77 -2.21 0.081
H 2.01 -0.05 0.32 0.153
H 0.16 2.39 0.46 0.118
H 1.54 2.13 1.38 0.070
H -0.82 -0.69 1.03 0.050
H -0.09 0.25 2.27 0.137
H 0.97 -2.12 1.23 0.101
O -2.99 -1.43 0.58 0.016
H -3.00 -0.54 0.39 -0.002
H -2.98 -1.84 -0.23 -0.008
```

SMILES string: NC(=O)[C@@H](N)CO.O
lowest unoccupied orbital energy: 0.0279 Ha
charge: 0

It turns out x is the most stable, with the second structure 0.0210 hartree higher.

w.
Here is 2 unconnected molecules or ions with the total composition C3H10N2O3 from the Open Molecules 2025 dataset. Energies are from ωB97M-V/def2-TZVPD.

Geometry as XYZ:
```
18
Properties=species:S:1:pos:R:3:lowdin_charge:R:1
N 1.31 -1.77 1.33 0.168
C 0.91 -0.61 0.73 -0.492
O 0.35 0.23 1.42 0.014
C 1.31 -0.28 -0.72 -0.150
N 0.36 0.47 -1.46 -0.061
C -0.93 -0.09 -1.79 -0.283
O -1.54 -0.65 -0.64 -0.055
H 0.99 -1.87 2.28 0.109
H 1.47 -2.62 0.81 0.101
H 1.56 -1.13 -1.37 0.122
H 2.24 0.32 -0.53 0.148
H 0.39 1.45 -1.19 0.112
H -0.79 -0.95 -2.49 0.126
H -1.51 0.67 -2.33 0.125
H -1.77 0.13 -0.11 0.072
O -1.27 2.23 0.91 -0.085
H -1.52 2.82 1.63 0.032
H -0.62 1.64 1.35 -0.004
```

SMILES string: NC(=O)CNCO.O
lowest unoccupied orbital energy: 0.0308 Ha
charge: 0

x.
Here is 2 unconnected molecules or ions with the total composition C3H10N2O3 from the Open Molecules 2025 dataset. Energies are from ωB97M-V/def2-TZVPD.

Geometry as XYZ:
```
18
Properties=species:S:1:pos:R:3:lowdin_charge:R:1
C 0.82 1.97 -0.87 -0.016
N -0.17 0.96 -0.49 -0.140
C 0.19 0.01 0.85 -0.528
N 1.55 -0.09 1.08 0.150
O -1.41 1.59 -0.24 0.003
O -0.67 0.06 1.71 0.044
H -1.65 1.20 0.64 0.098
H 2.03 -0.64 0.38 0.101
H 1.73 -0.40 2.03 0.111
H 0.43 2.53 -1.72 0.095
H 1.00 2.64 -0.03 0.101
H 1.74 1.47 -1.15 0.091
C -1.09 -2.28 -0.22 -0.185
O -0.05 -1.37 -0.47 -0.287
H -0.28 -0.02 -1.03 0.146
H -1.79 -2.32 -1.07 0.073
H -0.70 -3.30 -0.07 0.070
H -1.67 -2.00 0.67 0.073
```

lowest unoccupied orbital energy: 0.0305 Ha
charge: 0

y.
Here is 4 unconnected molecules or ions with the total composition C3H10N2O3 from the Open Molecules 2025 dataset. Energies are from ωB97M-V/def2-TZVPD.

Geometry as XYZ:
```
18
Properties=species:S:1:pos:R:3:lowdin_charge:R:1
C 2.31 -0.67 0.19 -0.169
C 1.41 -0.57 1.21 -0.140
N 0.91 0.69 1.17 0.048
C 1.49 1.30 0.07 -0.207
N 2.31 0.49 -0.53 0.034
H 3.04 -1.44 0.09 0.091
H 1.23 -1.38 1.89 0.114
H 0.23 0.98 1.85 0.130
H 1.00 2.15 -0.37 0.114
O -1.96 -0.04 1.94 -0.057
H -2.18 0.36 1.09 0.029
H -1.25 -0.65 1.66 0.016
O -3.55 0.25 -1.35 -0.051
H -3.21 1.08 -1.68 0.035
H -2.95 -0.41 -1.69 0.003
O -0.64 -1.19 -2.03 -0.054
H 0.17 -0.68 -2.10 0.028
H -0.99 -1.23 -2.92 0.036
```

SMILES string: c1c[nH]cn1.O.O.O
lowest unoccupied orbital energy: 0.0138 Ha
charge: 0

It turns out w is the most stable, with the second structure 0.0231 hartree higher.